[1]
C18H18BF4MnN4 | ωB97M-V/def2-TZVPD

Element x y z (Å)
Mn (0.9560, 0.0926, -0.1064)
C (-0.3639, -0.3935, 2.5875)
N (-0.5350, -0.8705, 1.1982)
C (-0.2464, -2.3263, 1.1232)
C (0.2758, -2.7108, -0.2267)
C (0.0459, -3.9281, -0.8364)
C (0.6748, -4.2010, -2.0421)
C (1.5144, -3.2514, -2.5985)
C (1.6855, -2.0507, -1.9360)
N (1.0712, -1.7866, -0.7733)
C (-1.8976, -0.5717, 0.6907)
C (-1.9223, 0.1785, -0.6120)
C (-3.1154, 0.6545, -1.1314)
C (-3.1072, 1.2552, -2.3758)
C (-1.9065, 1.3590, -3.0645)
C (-0.7588, 0.8901, -2.4646)
N (-0.7633, 0.3094, -1.2524)
C (0.1742, 1.0025, 2.6406)
C (-0.1881, 1.9103, 3.6147)
C (0.4913, 3.1187, 3.6805)
C (1.5099, 3.3659, 2.7800)
C (1.7871, 2.4174, 1.8117)
N (1.1205, 1.2574, 1.7298)
H (0.3804, -1.0319, 3.0639)
H (-1.2824, -0.4962, 3.1699)
H (-1.1146, -2.9281, 1.4032)
H (0.5392, -2.5470, 1.8467)
H (-0.6117, -4.6498, -0.3705)
H (0.5112, -5.1471, -2.5406)
H (2.0274, -3.4248, -3.5334)
H (2.3202, -1.2689, -2.3294)
H (-2.4670, -0.0252, 1.4434)
H (-2.4309, -1.5139, 0.5349)
H (-4.0313, 0.5444, -0.5655)
H (-4.0241, 1.6374, -2.8054)
H (-1.8499, 1.8180, -4.0410)
H (0.2031, 0.9917, -2.9477)
H (-0.9751, 1.6662, 4.3155)
H (0.2319, 3.8517, 4.4332)
H (2.0790, 4.2843, 2.8024)
H (2.5587, 2.5903, 1.0768)
F (3.3135, 2.8271, -1.0043)
B (2.3116, 2.0701, -1.5232)
F (2.5620, 0.6309, -1.1342)
F (1.0696, 2.2923, -0.8532)
F (2.1769, 2.1075, -2.8780)

Output
- HOMO (alpha / beta) (eV) = -12.218 / -11.823
- ΔE to the lowest compared entry with this formula, charge and spin (kcal per mole) = 0.0
- electronic energy (Eh) = -2491.1208
- strongest force on any atom (eV/Å) = 1.3
- multiplicity = 2
- net charge = +1

[2]
C13H19AsNO2S6SbTc | ωB97M-V/def2-TZVPD

Element x y z (Å)
Tc (-0.7619, 0.6211, -0.9740)
S (-3.8371, 4.8395, 0.7011)
As (-4.7260, 3.1533, 0.2507)
S (-1.6706, 0.5551, -2.7795)
S (-1.9537, 1.3268, 0.5246)
S (-6.0282, 1.7520, -0.2091)
C (-0.9467, -2.9742, -3.6180)
C (0.0337, -2.9589, -2.4568)
Sb (-0.7995, -2.1181, -0.6723)
C (-2.8023, -2.8137, -0.4132)
C (-2.8052, -4.3371, -0.2977)
C (0.4215, -2.5321, 1.0425)
C (0.9837, -3.9505, 0.9693)
H (-0.4628, -3.4329, -4.4810)
H (-1.2469, -1.9708, -3.9274)
H (-1.8412, -3.5567, -3.3983)
H (0.9553, -2.4192, -2.6749)
H (0.3105, -3.9673, -2.1386)
H (-3.3681, -2.4586, -1.2749)
H (-3.1838, -2.3267, 0.4842)
H (-2.4014, -4.8225, -1.1866)
H (-3.8351, -4.6771, -0.1843)
H (-2.2546, -4.6844, 0.5760)
H (-0.2244, -2.3762, 1.9072)
H (1.2080, -1.7783, 1.0577)
H (0.2027, -4.7098, 0.9486)
H (1.5838, -4.1297, 1.8622)
H (1.6363, -4.0912, 0.1081)
O (0.5786, 6.0081, -0.2616)
S (0.4281, 4.9090, 0.6174)
O (-0.6633, 4.8153, 1.5366)
N (0.2642, 3.4650, -0.3696)
C (1.2628, 2.7281, -0.0995)
S (1.3513, 1.1703, -1.0801)
C (2.3009, 3.1333, 0.8338)
C (3.4583, 2.4969, 1.2450)
C (4.2652, 3.1531, 2.1695)
C (3.9139, 4.4025, 2.6666)
C (2.7416, 5.0466, 2.2585)
C (1.9585, 4.3898, 1.3430)
H (3.7395, 1.5235, 0.8623)
H (5.1796, 2.6840, 2.5051)
H (4.5594, 4.8907, 3.3841)
H (2.4755, 6.0220, 2.6431)

Output
- HOMO (eV) = -17.463
- electronic energy (Eh) = -5656.7650
- strongest force on any atom (eV/Å) = 0.8
- multiplicity = 1
- net charge = +3

Q: Which of these has the highest strongest force on any atom?
A: C18H18BF4MnN4